Density functional theory data (ωB97M-V with the def2-TZVPD basis set) for the ion C6H17N2P2 with charge +1 in a non-equilibrium geometry.

```
27
C6H17N2P2 (ωB97M-V with the def2-TZVPD basis set)
C 2.639 -1.865 0.109
P 0.829 -2.051 -0.149
C 0.494 -0.303 -0.909
C -1.013 -0.146 -1.228
N -1.736 -0.004 0.113
C -3.160 -0.046 -0.088
C -1.212 1.160 0.882
C 0.268 0.992 1.180
N 0.896 0.843 -0.139
P 2.407 1.733 -0.360
H 3.066 -0.995 -0.543
H 3.119 -2.807 -0.309
H 2.859 -1.726 1.185
H 1.035 -3.009 -1.381
H 0.965 -0.318 -1.853
H -1.088 0.845 -1.731
H -1.579 -0.901 -1.830
H -1.498 -0.932 0.643
H -3.680 0.159 0.766
H -3.489 0.708 -0.823
H -3.540 -1.018 -0.451
H -1.770 1.247 1.835
H -1.277 2.219 0.381
H 0.803 1.915 1.503
H 0.538 0.233 1.903
H 3.219 1.384 0.763
H 1.904 2.685 0.533
```

**Calculated total energy**: -1030.70023 a.u.
**HOMO energy**: -12.24 eV
**Charge**: +1
**Energy relative to the best compared isomer or geometry (same formula, charge and spin)**: 0.00 kJ/mol
**HOMO-LUMO gap**: 0.3528 Ha
**SMILES string**: CP[C@H]1C[N@H+](C)CCN1P
**F_max**: 0.0598 Eh/bohr

Density functional theory data (ωB97M-V with the def2-TZVPD basis set) for a structure of composition C6H17N2P2 in a non-equilibrium geometry.

```
27
C6H17N2P2 (ωB97M-V with the def2-TZVPD basis set)
C -0.159 0.889 1.320
C -1.582 0.250 0.980
C -0.624 -0.359 -1.244
C 0.760 -0.054 -0.924
C -2.567 -1.638 -0.251
C 3.135 -0.476 0.377
N 0.571 1.414 0.286
N -1.341 -0.782 -0.032
P 0.022 2.763 -0.593
P 1.640 -1.364 -0.074
H -0.368 1.725 2.015
H 0.375 0.158 1.950
H -1.893 -0.253 1.780
H -2.319 0.930 0.618
H -1.062 0.537 -1.668
H -0.626 -1.268 -1.957
H 1.462 0.411 -1.668
H -3.317 -1.067 -0.953
H -2.207 -2.525 -0.908
H -3.008 -1.894 0.761
H 2.874 0.242 1.180
H 3.555 0.042 -0.513
H 3.864 -1.369 0.795
H -0.699 -1.465 0.371
H 1.423 3.353 -0.862
H 0.011 3.630 0.518
H 2.080 -1.831 -1.303
```

**Calculated total energy**: -1030.64905 a.u.
**HOMO energy**: -11.94 eV
**Charge**: +1
**Energy relative to the best compared isomer or geometry (same formula, charge and spin)**: 134.38 kJ/mol
**HOMO-LUMO gap**: 0.3419 Ha
**F_max**: 0.1033 Eh/bohr

Density functional theory data (ωB97M-V with the def2-TZVPD basis set) for the ion C6H17N3 with charge +2 in a non-equilibrium geometry.

```
26
C6H17N3 (ωB97M-V with the def2-TZVPD basis set)
C 2.620 1.199 -0.918
C 1.291 1.109 -0.302
N 0.670 -0.246 -0.241
N -0.625 -0.304 0.197
C -1.715 0.395 -0.682
C -1.511 0.181 -2.230
C -0.804 -0.688 1.514
C 0.177 -1.588 2.096
N -1.967 -0.521 2.052
H 3.430 0.593 -0.548
H 2.618 1.210 -1.986
H 2.782 2.298 -0.951
H 0.528 1.716 -0.767
H 1.538 1.391 0.744
H 1.091 -1.067 0.190
H 0.810 -0.619 -1.309
H -2.737 0.035 -0.400
H -1.713 1.369 -0.305
H -0.436 0.242 -2.402
H -2.039 -0.758 -2.432
H -2.000 1.074 -2.824
H -0.389 -2.233 2.904
H 0.235 -2.421 1.334
H 1.050 -1.169 2.554
H -2.295 -0.945 2.974
H -2.743 0.060 1.643
```

**Calculated total energy**: -402.35116 a.u.
**HOMO energy**: -19.18 eV
**Charge**: +2
**Energy relative to the best compared isomer or geometry (same formula, charge and spin)**: 150.02 kJ/mol
**HOMO-LUMO gap**: 0.4189 Ha
**SMILES string**: CC[NH2+]/[N+](CC)=C(\C)N
**F_max**: 0.1017 Eh/bohr

Density functional theory data (ωB97M-V with the def2-TZVPD basis set) for a cluster of 2 separate species, C6H17N4O2S in total in a non-equilibrium geometry.

```
30
C6H17N4O2S (ωB97M-V with the def2-TZVPD basis set)
C 1.559 1.556 0.809
C -1.599 -1.532 1.390
C -2.696 0.715 -1.416
C 2.829 -0.629 -0.825
C -0.779 -1.417 0.125
C -1.392 1.347 -1.126
N 1.796 2.392 -0.046
N 2.327 1.382 1.885
N 0.561 0.476 0.863
N -0.120 -0.099 -0.199
O 0.877 -1.653 -2.233
O 1.186 0.802 -2.372
S 1.181 -0.395 -1.615
H -2.024 -2.588 1.415
H -0.880 -1.337 2.207
H -2.407 -0.769 1.464
H -3.355 1.593 -1.863
H -2.554 -0.073 -2.056
H -3.448 0.587 -0.548
H 3.033 -0.421 0.222
H 2.885 -1.682 -1.291
H 3.439 0.083 -1.340
H -1.359 -1.751 -0.748
H 0.006 -2.181 0.033
H -1.208 2.172 -0.330
H -0.783 1.390 -2.050
H 1.471 2.403 -1.057
H 2.058 1.125 2.800
H 3.194 1.887 1.925
H 0.626 -0.189 1.740
```

**Calculated total energy**: -1006.06907 a.u.
**HOMO energy**: -13.05 eV
**Charge**: +1
**Energy relative to the best compared isomer or geometry (same formula, charge and spin)**: 405.72 kJ/mol
**HOMO-LUMO gap**: 0.3271 Ha
**F_max**: 0.1088 Eh/bohr

Density functional theory data (ωB97M-V with the def2-TZVPD basis set) for a cluster of 2 separate species, C6H17NO in total in a non-equilibrium geometry.

```
25
C6H17NO (ωB97M-V with the def2-TZVPD basis set)
C 0.345 -2.746 1.138
C -0.627 -1.596 0.864
N -0.251 -0.231 1.054
C 1.969 1.721 -1.382
C 1.560 0.719 -0.317
C 0.055 0.652 -0.055
C -0.609 2.038 0.217
H 1.106 -2.832 0.353
H -0.116 -3.736 1.179
H 0.885 -2.661 2.086
H -1.521 -1.858 1.430
H -0.905 -1.653 -0.180
H 0.183 0.064 1.911
H 3.048 1.680 -1.529
H 1.529 1.546 -2.359
H 1.861 2.739 -1.002
H 2.049 0.911 0.614
H 1.872 -0.281 -0.638
H -0.434 0.259 -0.925
H 0.171 2.756 0.478
H -1.021 2.400 -0.728
H -1.418 1.790 0.894
H -3.475 -0.542 -0.322
H -3.238 -0.193 -1.689
O -3.020 -0.946 -1.091
```

**Calculated total energy**: -368.72478 a.u.
**Multiplicity**: 2
**HOMO energy (alpha / beta)**: 1.04 / -4.86 eV
**Charge**: -1
**Energy relative to the best compared isomer or geometry (same formula, charge and spin)**: 60.80 kJ/mol
**HOMO-LUMO gap (alpha / beta)**: 0.0922 / 0.3054 Ha
**F_max**: 0.0356 Eh/bohr

Density functional theory data (ωB97M-V with the def2-TZVPD basis set) for a cluster of 2 separate species, C6H17NO in total in a non-equilibrium geometry.

```
25
C6H17NO (ωB97M-V with the def2-TZVPD basis set)
C 0.306 -1.046 -2.099
C 0.082 -1.228 -0.682
C -0.496 -2.674 -0.390
C -1.001 -0.174 -0.214
C -0.251 0.681 0.771
C -0.069 -0.097 2.062
N -0.995 1.981 1.077
H 0.617 -2.059 -2.559
H 1.139 -0.362 -2.502
H -0.657 -0.512 -2.417
H 1.139 -1.233 -0.364
H -1.368 -2.830 -1.053
H -0.829 -2.958 0.577
H 0.274 -3.343 -0.728
H -1.931 -0.506 0.275
H -1.381 0.199 -1.165
H 0.738 1.009 0.297
H 0.378 0.548 2.820
H 0.687 -0.898 1.948
H -0.988 -0.517 2.483
H -1.965 1.721 1.132
H -0.542 2.496 1.830
O 2.117 2.220 -0.523
H 1.452 2.659 -1.053
H 1.839 2.186 0.440
```

**Calculated total energy**: -368.71956 a.u.
**HOMO energy**: -9.14 eV
**Energy relative to the best compared isomer or geometry (same formula, charge and spin)**: 213.41 kJ/mol
**HOMO-LUMO gap**: 0.3682 Ha
**SMILES string**: CC(C)C[C@H](C)N.O
**F_max**: 0.0850 Eh/bohr